{
  "formula": "C51H115F2N7O5S2",
  "method": "the ωB97M-V functional and the def2-TZVPD basis",
  "species": ["C", "C", "C", "O", "H", "H", "H", "H", "H", "H", "H", "C", "C", "C", "N", "C", "C", "C", "C", "C", "H", "H", "H", "H", "H", "H", "H", "H", "H", "H", "H", "H", "H", "H", "H", "H", "H", "H", "C", "C", "C", "N", "C", "C", "C", "C", "C", "H", "H", "H", "H", "H", "H", "H", "H", "H", "H", "H", "H", "H", "H", "H", "H", "H", "H", "C", "C", "C", "N", "C", "C", "C", "C", "C", "H", "H", "H", "H", "H", "H", "H", "H", "H", "H", "H", "H", "H", "H", "H", "H", "H", "H", "C", "C", "C", "N", "C", "C", "C", "C", "C", "H", "H", "H", "H", "H", "H", "H", "H", "H", "H", "H", "H", "H", "H", "H", "H", "H", "H", "C", "C", "C", "N", "C", "C", "C", "C", "C", "H", "H", "H", "H", "H", "H", "H", "H", "H", "H", "H", "H", "H", "H", "H", "H", "H", "H", "C", "C", "C", "N", "C", "C", "C", "C", "C", "H", "H", "H", "H", "H", "H", "H", "H", "H", "H", "H", "H", "H", "H", "H", "H", "H", "H", "N", "S", "O", "O", "F", "S", "O", "O", "F"],
  "xyz": [[15.573, 9.408, 1.458], [16.338, 9.993, 2.669], [17.289, 8.900, 3.185], [16.976, 11.190, 2.356], [14.949, 8.556, 1.729], [16.200, 9.080, 0.629], [14.970, 10.222, 1.056], [15.650, 10.236, 3.479], [18.014, 8.559, 2.446], [16.717, 8.056, 3.571], [17.791, 9.223, 4.097], [13.944, 6.868, 8.437], [13.931, 8.163, 9.349], [14.501, 7.913, 10.753], [14.668, 9.274, 11.543], [15.521, 10.287, 10.729], [15.377, 9.000, 12.908], [15.017, 10.151, 13.773], [13.511, 10.246, 13.575], [13.308, 9.844, 12.079], [14.889, 6.326, 8.467], [13.813, 7.276, 7.434], [13.112, 6.198, 8.652], [12.923, 8.574, 9.399], [14.559, 8.906, 8.857], [15.525, 7.545, 10.813], [13.817, 7.356, 11.394], [16.358, 9.774, 10.256], [16.069, 10.950, 11.398], [14.870, 10.665, 9.940], [16.448, 8.830, 12.798], [14.946, 8.068, 13.274], [15.535, 11.069, 13.496], [15.287, 9.798, 14.768], [13.033, 11.199, 13.799], [12.969, 9.586, 14.253], [12.994, 10.715, 11.505], [12.569, 9.057, 11.929], [14.539, 15.357, -3.870], [16.119, 15.343, -4.043], [16.731, 13.931, -3.927], [18.282, 13.868, -3.873], [18.820, 14.698, -2.663], [18.900, 14.377, -5.227], [20.278, 13.696, -5.264], [20.087, 12.349, -4.495], [18.756, 12.388, -3.864], [14.032, 15.008, -4.770], [14.118, 16.328, -3.611], [14.257, 14.559, -3.184], [16.521, 15.973, -3.250], [16.352, 15.887, -4.959], [16.429, 13.251, -4.723], [16.485, 13.435, -2.988], [18.303, 14.341, -1.772], [18.786, 15.778, -2.808], [19.864, 14.387, -2.626], [18.957, 15.463, -5.149], [18.244, 14.144, -6.065], [21.055, 14.261, -4.749], [20.521, 13.389, -6.281], [20.994, 12.220, -3.904], [19.921, 11.555, -5.223], [18.506, 11.969, -2.889], [18.095, 11.734, -4.432], [19.360, 2.149, 4.317], [20.612, 2.336, 3.506], [20.409, 3.293, 2.236], [21.682, 3.722, 1.464], [22.370, 2.497, 0.787], [21.437, 4.752, 0.292], [22.631, 5.736, 0.222], [23.557, 5.272, 1.355], [22.663, 4.503, 2.352], [18.858, 3.093, 4.525], [19.453, 1.689, 5.301], [18.600, 1.584, 3.777], [20.978, 1.351, 3.215], [21.400, 2.640, 4.194], [19.944, 4.200, 2.621], [19.766, 2.829, 1.488], [21.703, 1.967, 0.107], [22.636, 1.795, 1.576], [23.214, 2.771, 0.154], [21.119, 4.292, -0.643], [20.485, 5.210, 0.558], [23.226, 5.690, -0.690], [22.315, 6.759, 0.427], [24.397, 4.682, 0.988], [24.015, 6.120, 1.864], [23.180, 3.818, 3.024], [22.056, 5.108, 3.026], [11.852, 14.509, 5.441], [12.841, 15.230, 4.550], [12.850, 16.720, 4.775], [13.810, 17.468, 3.832], [13.674, 17.094, 2.382], [15.247, 17.167, 4.361], [15.824, 18.459, 4.825], [14.992, 19.609, 4.310], [13.638, 19.003, 4.106], [12.068, 14.740, 6.484], [11.792, 13.426, 5.332], [10.818, 14.815, 5.284], [12.557, 14.982, 3.528], [13.889, 14.965, 4.695], [13.132, 17.073, 5.767], [11.834, 17.026, 4.521], [12.606, 16.998, 2.187], [14.114, 16.125, 2.145], [14.062, 17.849, 1.699], [15.864, 16.934, 3.494], [15.336, 16.400, 5.131], [16.870, 18.532, 4.530], [15.925, 18.452, 5.910], [15.401, 19.980, 3.370], [15.035, 20.383, 5.076], [13.128, 19.473, 3.265], [13.062, 19.199, 5.010], [10.118, 9.766, -2.231], [9.073, 10.118, -1.147], [8.335, 8.798, -0.679], [7.159, 8.989, 0.275], [6.099, 9.915, -0.377], [7.479, 9.495, 1.664], [8.013, 8.234, 2.362], [7.372, 7.019, 1.673], [6.541, 7.626, 0.601], [10.867, 9.145, -1.740], [10.653, 10.630, -2.624], [9.703, 9.145, -3.026], [8.461, 10.821, -1.712], [9.669, 10.668, -0.418], [8.938, 8.130, -0.065], [7.953, 8.245, -1.537], [5.918, 9.561, -1.392], [6.641, 10.861, -0.396], [5.163, 10.010, 0.174], [6.487, 9.790, 2.006], [8.111, 10.382, 1.647], [8.026, 8.219, 3.451], [9.094, 8.215, 2.225], [6.903, 6.305, 2.349], [8.196, 6.469, 1.218], [5.497, 7.827, 0.841], [6.389, 6.897, -0.195], [22.836, 16.833, 2.674], [23.149, 15.521, 3.453], [22.054, 15.117, 4.419], [22.343, 13.811, 5.215], [22.785, 12.618, 4.369], [21.228, 13.415, 6.274], [21.309, 14.374, 7.462], [22.740, 14.900, 7.331], [23.473, 14.080, 6.244], [21.858, 16.670, 2.223], [23.723, 16.952, 2.051], [22.795, 17.734, 3.286], [23.987, 15.793, 4.095], [23.391, 14.840, 2.637], [21.095, 15.001, 3.913], [21.748, 15.865, 5.150], [23.699, 12.887, 3.840], [22.001, 12.432, 3.635], [22.953, 11.734, 4.985], [21.408, 12.380, 6.564], [20.200, 13.496, 5.921], [21.233, 13.852, 8.416], [20.742, 15.298, 7.349], [23.225, 14.561, 8.246], [22.950, 15.969, 7.358], [23.782, 13.097, 6.599], [24.360, 14.450, 5.730], [20.792, 7.345, 10.457], [21.485, 6.335, 9.353], [21.713, 4.921, 9.679], [22.354, 6.897, 8.293], [20.051, 6.185, 8.592], [22.061, 7.980, 10.869], [22.672, 9.001, 10.058], [22.990, 7.145, 11.687], [21.413, 8.967, 11.983]],
  "mulliken_charge": [-1.24, 0.52, -1.16, -0.97, 0.35, 0.32, 0.28, 0.04, 0.24, 0.32, 0.30, -1.28, -0.31, -0.67, 0.11, -1.03, -0.78, -0.44, -0.66, -0.46, 0.35, 0.38, 0.35, 0.33, 0.33, 0.44, 0.40, 0.41, 0.33, 0.36, 0.44, 0.42, 0.26, 0.39, 0.34, 0.34, 0.29, 0.35, -1.31, -0.25, -0.86, -0.02, -0.98, -0.52, -0.72, -0.45, -0.80, 0.36, 0.36, 0.35, 0.30, 0.36, 0.36, 0.52, 0.37, 0.33, 0.48, 0.41, 0.42, 0.35, 0.34, 0.29, 0.32, 0.62, 0.36, -1.46, -0.17, -0.80, 0.12, -0.95, -0.71, -0.42, -0.83, -0.65, 0.35, 0.39, 0.36, 0.30, 0.34, 0.45, 0.43, 0.37, 0.35, 0.41, 0.45, 0.40, 0.28, 0.34, 0.37, 0.43, 0.43, 0.45, -1.46, -0.07, -1.02, 0.48, -1.15, -0.47, -0.73, -0.47, -0.66, 0.35, 0.38, 0.36, 0.28, 0.39, 0.47, 0.45, 0.41, 0.42, 0.36, 0.27, 0.33, 0.40, 0.34, 0.32, 0.32, 0.36, 0.34, -1.46, -0.19, -0.68, 0.02, -1.02, -0.61, -0.77, -0.50, -0.63, 0.36, 0.37, 0.38, 0.34, 0.28, 0.37, 0.40, 0.35, 0.43, 0.44, 0.46, 0.39, 0.43, 0.36, 0.37, 0.34, 0.43, 0.34, -1.47, -0.06, -0.84, 0.00, -1.07, -0.59, -0.36, -0.90, -0.61, 0.35, 0.41, 0.35, 0.24, 0.30, 0.55, 0.36, 0.39, 0.41, 0.45, 0.41, 0.31, 0.40, 0.23, 0.38, 0.36, 0.49, 0.49, -0.13, 0.99, -0.56, -0.55, -0.30, 1.03, -0.56, -0.60, -0.33],
  "homo_energy_ev": -10.8,
  "e_above_lowest_kcal_mol": 31.6,
  "largest_force_ev_per_a": 11.50,
  "charge": 4,
  "orbital_gap_ha": 0.1626
}